{"formula": "C23H52P4STi", "method": "ωB97M-V/def2-TZVPD", "de_lowest_ev": 0.000, "energy_ha": -3518.962971, "e_homo_ev": [-19.2, -19.2], "total_charge": 4, "species": ["Ti", "S", "P", "P", "P", "P", "C", "C", "C", "C", "C", "C", "C", "C", "C", "C", "C", "C", "C", "C", "C", "C", "C", "C", "C", "C", "C", "C", "C", "H", "H", "H", "H", "H", "H", "H", "H", "H", "H", "H", "H", "H", "H", "H", "H", "H", "H", "H", "H", "H", "H", "H", "H", "H", "H", "H", "H", "H", "H", "H", "H", "H", "H", "H", "H", "H", "H", "H", "H", "H", "H", "H", "H", "H", "H", "H", "H", "H", "H", "H", "H"], "xyz": [[0.197, 0.211, -0.266], [-0.538, -1.071, -2.455], [0.960, 1.936, -2.102], [-1.521, 1.988, 0.478], [2.120, 1.077, 1.095], [-0.485, -0.905, 2.379], [1.811, -1.647, -0.560], [1.669, 3.578, -1.706], [-3.081, 1.450, -0.335], [-2.121, 2.421, 2.169], [-2.690, -2.426, 1.308], [-1.388, 3.706, -0.146], [-0.272, 2.292, -3.438], [-1.410, 0.185, 4.878], [-0.220, -2.986, 4.453], [0.796, -2.437, -0.036], [0.328, -2.401, 3.132], [0.480, -3.975, -5.357], [-2.261, -1.357, 2.316], [-0.269, 0.185, 3.849], [-1.544, -2.856, -6.081], [1.941, 2.776, 1.751], [0.438, -3.261, -4.136], [-0.553, -2.279, -3.920], [-1.587, -2.154, -4.867], [2.262, 1.189, -3.183], [2.850, 0.256, 2.563], [3.658, 1.226, 0.097], [-0.472, -3.718, -6.352], [-0.426, 4.136, 0.139], [-2.365, 0.563, 4.474], [-2.271, -3.412, 1.557], [0.665, -0.131, 4.343], [1.047, 2.885, 2.379], [3.935, 0.418, 2.543], [-1.574, -0.819, 5.303], [-0.311, 3.372, -3.651], [-0.096, 1.204, 3.476], [-1.283, 2.691, 2.824], [-2.791, 3.292, 2.110], [0.006, -2.368, 5.334], [-2.328, -2.694, -6.831], [-1.272, 1.928, -3.169], [3.715, 0.445, -0.670], [4.495, 1.082, 0.795], [-1.356, -1.756, -1.594], [-2.672, 1.597, 2.636], [-2.516, -1.654, 3.340], [-2.800, -0.420, 2.120], [3.268, 1.478, -2.853], [2.459, 0.692, 3.488], [2.664, -0.821, 2.547], [1.891, 3.523, 0.952], [1.969, -1.493, -1.646], [-3.908, 2.102, -0.013], [1.881, 4.131, -2.631], [2.111, 1.539, -4.215], [1.259, -4.718, -5.576], [2.829, 2.983, 2.368], [1.136, -3.563, -3.350], [-2.425, -2.178, 0.265], [0.974, 4.182, -1.118], [0.031, 1.752, -4.349], [1.382, -2.122, 3.292], [2.598, 3.501, -1.134], [2.728, -1.465, 0.027], [-3.787, -2.512, 1.355], [0.953, -3.464, 0.280], [3.751, 2.214, -0.370], [-2.979, 1.504, -1.429], [2.203, 0.093, -3.189], [0.366, -3.164, 2.344], [-0.254, -2.027, 0.135], [0.292, -3.943, 4.629], [-1.482, 3.742, -1.235], [-2.463, -1.557, -4.605], [-1.302, -3.187, 4.461], [-2.168, 4.337, 0.299], [-0.425, -4.190, -7.339], [-3.324, 0.410, -0.078], [-1.129, 0.860, 5.704]], "atomic_forces_ev_per_a": [[0.45, -1.82, -0.25], [-1.42, -0.83, -0.20], [0.76, 0.74, -1.44], [-1.83, 1.47, 0.39], [1.70, 1.23, 0.51], [-0.17, -0.43, 1.26], [0.52, 1.47, 0.55], [-0.03, 0.19, 0.40], [0.19, -0.55, -0.29], [0.38, -0.47, 0.49], [-0.08, -0.18, 0.20], [0.65, 0.08, -0.33], [-0.74, -0.27, 0.30], [-0.28, 0.01, 0.22], [-0.25, 0.05, 0.26], [-0.39, 0.92, -0.19], [0.72, -0.38, -0.86], [-0.34, 0.47, 0.06], [-0.12, 0.49, -0.33], [0.11, 0.92, -0.11], [0.38, 0.10, 0.37], [-0.47, 0.24, -0.13], [0.30, -0.10, 0.24], [0.33, -1.02, -1.22], [-0.34, 0.64, 0.52], [0.37, -0.36, 0.38], [-0.41, -0.70, 0.20], [0.01, -0.16, -0.39], [-0.29, 0.31, 0.17], [-0.23, 0.03, 0.08], [0.41, -0.24, 0.16], [-0.11, 0.26, -0.14], [-0.36, 0.01, -0.29], [0.25, -0.06, -0.06], [-0.35, 0.01, -0.02], [0.00, 0.53, -0.16], [0.06, -0.37, 0.16], [0.01, -0.18, 0.31], [-0.27, 0.03, -0.14], [0.21, -0.35, -0.26], [-0.01, -0.03, -0.42], [0.26, -0.11, 0.48], [0.14, 0.28, -0.14], [0.13, 0.23, 0.09], [-0.18, 0.16, -0.38], [0.06, 0.29, -0.52], [0.18, 0.20, -0.14], [0.01, 0.00, -0.18], [-0.03, -0.23, 0.10], [-0.25, -0.09, -0.06], [-0.04, -0.15, -0.24], [0.17, 0.16, 0.14], [0.02, -0.21, 0.19], [-0.63, 0.67, 0.73], [0.32, -0.13, -0.06], [-0.07, -0.32, 0.05], [0.07, 0.01, 0.43], [-0.31, 0.39, 0.48], [-0.19, -0.10, -0.17], [0.01, 0.39, -0.31], [-0.11, -0.02, 0.24], [0.14, -0.09, -0.26], [-0.10, 0.22, 0.41], [-0.35, -0.07, -0.05], [-0.20, -0.01, -0.28], [0.14, -1.70, -0.56], [0.40, -0.08, -0.13], [0.19, 0.19, 1.30], [0.00, -0.43, 0.15], [-0.07, 0.05, 0.28], [0.02, 0.22, -0.11], [-0.16, -0.15, 0.36], [0.56, -1.28, -1.25], [-0.16, 0.24, -0.18], [0.02, 0.01, 0.09], [0.33, 0.11, -0.41], [0.37, 0.03, -0.19], [0.04, -0.37, -0.11], [0.11, 0.04, 0.52], [-0.07, 0.23, 0.00], [-0.08, -0.31, -0.29]]}



{"formula": "C4H7ClFN", "method": "ωB97M-V/def2-TZVPD", "smiles": "C/N=C(\\Cl)[C@H](C)F", "de_lowest_ev": 0.617, "energy_ha": -771.375666, "e_homo_ev": -9.3, "total_charge": 0, "species": ["Cl", "F", "N", "C", "C", "C", "C", "H", "H", "H", "H", "H", "H", "H"], "xyz": [[0.615, -0.427, -1.971], [0.988, -0.534, 2.009], [0.305, 1.275, 0.020], [0.837, -1.060, 0.756], [-0.378, -1.933, 0.626], [0.536, 0.099, -0.297], [-0.002, 2.539, -0.675], [1.663, -1.542, 0.292], [-1.359, -1.422, 0.693], [0.136, 2.260, -1.748], [0.788, 3.215, -0.490], [-0.394, -2.525, 1.579], [-1.091, 2.792, -0.504], [-0.477, -2.378, -0.338]], "atomic_forces_ev_per_a": [[0.06, -0.51, -0.74], [0.33, -0.51, -0.55], [-0.19, 0.08, 1.61], [-2.30, 2.43, -2.65], [-1.45, 0.03, 2.66], [0.46, 1.70, 1.39], [-0.93, -3.58, -2.07], [1.38, -0.59, 0.68], [0.70, 0.61, 0.18], [-0.53, 0.72, 0.19], [0.21, 1.16, 0.86], [0.06, -0.57, -1.36], [1.64, 0.19, 0.11], [0.57, -1.17, -0.30]]}



{"formula": "C42H51NOP2PdSSe", "method": "ωB97M-V/def2-TZVPD", "spin_multiplicity": 3, "energy_ha": -5371.208300, "e_homo_ev": [-6.0, -6.3], "total_charge": 0, "species": ["Pd", "Se", "S", "P", "P", "O", "N", "C", "C", "C", "C", "C", "C", "C", "C", "C", "C", "C", "C", "C", "C", "C", "C", "C", "C", "C", "C", "C", "C", "C", "C", "C", "C", "C", "C", "C", "C", "C", "C", "C", "C", "C", "C", "C", "C", "C", "C", "C", "C", "H", "H", "H", "H", "H", "H", "H", "H", "H", "H", "H", "H", "H", "H", "H", "H", "H", "H", "H", "H", "H", "H", "H", "H", "H", "H", "H", "H", "H", "H", "H", "H", "H", "H", "H", "H", "H", "H", "H", "H", "H", "H", "H", "H", "H", "H", "H", "H", "H", "H", "H"], "xyz": [[0.501, 1.173, -0.334], [2.403, 2.312, 0.777], [-1.005, -2.090, 0.949], [1.187, 0.044, -2.295], [-1.247, 2.409, 0.765], [0.120, -1.136, 0.776], [-1.467, 0.715, -1.585], [5.473, 0.860, 3.199], [-0.174, -2.348, -3.114], [-2.667, 2.403, -0.365], [-2.469, 2.920, 3.379], [-1.636, 5.304, 1.226], [-1.193, -2.195, 2.753], [-0.305, -3.758, 0.841], [0.535, 2.170, -3.949], [-1.466, -0.519, -2.148], [-1.415, -2.321, 5.495], [-1.088, -4.767, 0.308], [-2.553, -2.552, -2.927], [0.973, -4.013, 1.311], [1.473, -5.303, 1.236], [5.161, 1.531, 0.528], [4.066, 1.587, 1.386], [-0.324, -1.458, 3.536], [-0.433, -1.528, 4.919], [1.336, 0.864, -3.968], [4.227, 1.236, 2.723], [-0.584, -6.059, 0.238], [-2.855, 0.727, 2.204], [2.901, -1.480, -0.712], [-1.330, -3.079, -3.333], [-2.198, -2.965, 3.317], [0.696, -6.323, 0.701], [2.827, -0.824, -2.089], [-0.686, 4.198, 0.771], [6.568, 0.824, 2.348], [-3.776, 3.234, -0.232], [-2.556, 1.529, -1.476], [6.405, 1.153, 1.010], [-2.623, -1.314, -2.324], [-4.617, 2.483, -2.343], [-0.220, 4.503, -0.661], [-4.755, 3.279, -1.209], [0.896, -0.018, -5.134], [-2.301, -3.034, 4.697], [-1.874, 1.876, 2.442], [-3.553, 1.616, -2.473], [3.309, -1.783, -3.175], [-0.217, -1.085, -2.539], [2.716, -2.696, -3.197], [-0.529, 1.969, -3.803], [-2.885, -3.511, 2.681], [2.276, -2.372, -0.678], [-2.046, 5.120, 2.216], [-3.360, 3.383, 2.953], [-2.451, 0.018, 1.482], [-0.166, -0.249, -5.063], [2.397, 1.113, -4.084], [-1.280, -4.054, -3.801], [5.591, 0.610, 4.246], [2.555, -0.797, 0.063], [1.443, -0.961, -5.165], [5.039, 1.802, -0.514], [-3.795, 1.105, 1.800], [-5.603, 3.944, -1.106], [-1.077, 4.553, -1.336], [-0.975, 1.461, 2.911], [-3.575, -0.928, -1.983], [7.543, 0.543, 2.725], [3.502, 0.043, -2.081], [-1.489, -2.392, 6.573], [3.282, -1.320, -4.162], [1.093, -7.328, 0.641], [1.565, -3.209, 1.731], [-2.455, 5.432, 0.519], [3.932, -1.759, -0.480], [0.424, -0.842, 3.052], [0.773, -2.768, -3.424], [-3.458, 1.000, -3.358], [0.314, 5.455, -0.699], [0.450, 3.727, -1.032], [0.191, 4.191, 1.427], [-1.741, 3.693, 3.623], [3.376, 1.274, 3.393], [-1.189, -6.851, -0.182], [-3.075, -3.639, 5.150], [1.068, 0.507, -6.076], [0.655, 2.707, -4.892], [-3.462, -3.124, -3.076], [-1.085, 6.247, 1.263], [-3.877, 3.854, 0.651], [7.255, 1.135, 0.339], [-2.081, -4.535, -0.050], [-3.060, 0.196, 3.136], [0.872, 2.818, -3.139], [-2.762, 2.435, 4.314], [2.470, -5.515, 1.599], [-5.358, 2.539, -3.132], [0.245, -0.958, 5.540], [4.343, -2.069, -2.966]], "atomic_forces_ev_per_a": [[-0.07, 0.15, 0.14], [-0.46, 0.05, -0.16], [0.24, -0.62, 0.61], [0.41, -0.49, -0.54], [-0.10, 0.74, 0.16], [0.21, 0.10, -0.14], [0.56, 0.06, 0.41], [0.03, -0.03, 0.04], [0.01, 0.02, 0.00], [0.27, -0.23, -0.06], [0.10, -0.07, -0.01], [0.01, -0.05, 0.11], [-0.15, 0.18, -0.13], [-0.22, 0.11, -0.16], [0.09, 0.03, -0.05], [-0.08, -0.20, -0.18], [0.03, -0.02, 0.11], [-0.01, 0.13, -0.04], [0.05, -0.02, 0.07], [0.11, 0.07, 0.03], [0.01, 0.05, 0.01], [-0.11, 0.00, -0.05], [0.02, -0.13, -0.04], [0.05, 0.05, -0.08], [-0.06, -0.03, -0.03], [-0.14, 0.23, 0.23], [-0.09, 0.01, -0.06], [0.01, -0.03, 0.04], [0.03, 0.07, 0.03], [0.04, 0.13, -0.03], [-0.03, -0.23, -0.01], [-0.02, -0.04, -0.06], [-0.03, -0.06, -0.05], [-0.23, -0.09, 0.10], [-0.08, -0.16, -0.11], [0.00, -0.02, -0.01], [-0.04, -0.04, -0.06], [-0.13, 0.07, -0.02], [0.05, 0.00, 0.01], [0.05, 0.11, -0.04], [0.05, -0.10, 0.04], [0.07, -0.06, 0.11], [-0.12, 0.15, 0.06], [0.09, 0.01, 0.02], [-0.03, 0.01, -0.06], [0.09, -0.07, -0.18], [-0.02, 0.01, -0.01], [-0.03, 0.18, -0.08], [-0.03, 0.06, 0.23], [0.05, -0.01, 0.00], [0.00, 0.01, 0.04], [-0.01, -0.03, 0.04], [-0.04, -0.06, 0.02], [-0.05, 0.12, -0.08], [0.02, 0.03, 0.01], [-0.08, -0.03, -0.06], [0.00, 0.00, -0.01], [0.02, -0.04, 0.08], [0.01, 0.00, 0.01], [0.00, -0.03, -0.01], [-0.02, -0.03, 0.08], [-0.07, -0.01, -0.05], [0.02, 0.01, 0.00], [-0.01, -0.02, 0.00], [0.00, -0.02, 0.02], [0.00, 0.02, 0.00], [-0.02, 0.03, 0.02], [0.00, -0.02, -0.03], [0.00, -0.01, 0.00], [-0.06, 0.03, 0.00], [-0.02, 0.04, 0.00], [0.04, -0.08, -0.02], [0.00, 0.00, 0.01], [0.00, 0.03, -0.04], [0.02, 0.02, 0.01], [-0.01, -0.06, -0.06], [0.01, -0.01, -0.01], [-0.03, 0.02, 0.00], [-0.01, 0.02, 0.01], [-0.06, 0.04, 0.04], [0.04, 0.04, -0.05], [0.00, -0.02, 0.00], [-0.07, 0.02, 0.05], [0.02, 0.02, 0.02], [0.01, 0.00, 0.00], [0.01, -0.01, 0.01], [0.02, 0.02, 0.00], [0.01, -0.03, -0.02], [0.02, 0.01, 0.02], [-0.01, 0.02, -0.02], [-0.01, 0.00, -0.03], [-0.01, -0.03, -0.01], [-0.08, -0.01, -0.12], [0.02, 0.00, 0.01], [-0.07, 0.02, -0.01], [-0.02, -0.01, 0.00], [0.00, 0.01, 0.00], [0.00, -0.01, -0.01], [0.00, -0.02, 0.02], [0.01, -0.01, -0.01]]}



Q: Number 3 is which compound?
A: C42H51NOP2PdSSe